1.
The following is a quantum chemistry calculation of the molecule C3H9NS, from OMol25.

XYZ file:
```
14
Properties=species:S:1:pos:R:3:forces:R:3
C 1.037847 1.176036 -0.424857 -2.419 0.579 1.022
C 0.656003 0.113910 0.633200 0.355 1.369 -2.420
C -0.849409 -0.082409 0.709479 0.560 -2.517 -1.547
H 0.554095 0.917511 -1.384677 0.106 0.462 0.406
H 0.703280 2.140427 0.021265 0.014 -0.194 -0.894
H 2.070494 1.226494 -0.572445 1.609 -0.040 -0.191
H 1.192179 0.388349 1.490038 0.071 0.315 1.802
H 0.439936 -1.432062 -0.867828 0.104 -0.438 -0.362
H -1.039405 -0.725484 1.532273 -0.387 -0.212 1.095
H -1.512643 0.715098 0.676210 -0.508 2.179 0.646
H -1.652713 -1.774618 -0.198316 -0.152 0.332 -0.459
H -1.752087 -0.414462 -1.187989 -0.860 0.476 -0.500
N -1.256632 -0.885765 -0.479377 0.192 -0.588 1.044
S 1.409053 -1.363020 0.053024 1.316 -1.723 0.360
```
Positions in Å, forces in eV/Å.

* molar mass: 91.179 g mol⁻¹
* Kohn-Sham gap: 9.30 eV
* 2S+1: 1
* strongest force on any atom: 3.007 eV Å⁻¹

---

2.
The following is a quantum chemistry calculation of a structure of composition C33H42IN5O6SiV, from OMol25.

XYZ file:
```
89
Properties=species:S:1:pos:R:3:forces:R:3
V 0.356500 0.053200 0.247500 -1.198 -2.507 0.985
C -3.123300 -4.564000 1.470300 -0.234 -0.281 -0.068
O -2.108600 -3.615800 1.735600 0.201 0.345 0.009
C -1.524500 -2.912700 0.741900 -0.108 -0.597 -0.038
O -0.585100 -2.207400 1.012000 0.242 0.352 -0.101
N -2.007800 -3.167000 -0.517000 -0.325 0.190 -0.106
N -1.344600 -2.502700 -1.578500 0.158 0.236 -0.110
H -3.226600 -5.147400 2.383500 -0.032 0.051 -0.070
H -2.849100 -5.225800 0.646100 0.014 0.032 0.038
H -4.079900 -4.080100 1.252700 0.045 0.039 0.005
H -3.023500 -3.204100 -0.586600 0.253 0.049 0.109
H -1.434900 -1.484500 -1.462500 -0.278 -0.324 0.006
H -1.767300 -2.792600 -2.454300 0.037 -0.081 0.240
C 4.043000 -0.625800 1.336600 -0.186 0.078 -0.113
C 3.052300 0.203100 2.105000 0.368 0.079 0.327
C 3.487200 0.939100 3.199000 0.050 -0.094 -0.015
C 2.578800 1.716100 3.913900 -0.189 -0.160 -0.218
C 1.254300 1.704300 3.545400 0.148 0.036 0.048
C 0.865800 0.914300 2.449100 0.130 0.293 0.365
N 1.774500 0.210400 1.725900 1.048 -0.122 0.905
N -0.346700 0.819500 1.899600 -1.408 0.676 1.081
Si -1.824700 0.873600 2.815500 -0.631 -0.029 0.509
C -2.615600 2.621800 2.780700 0.341 -0.799 0.102
C -1.396500 0.304200 4.603300 -0.156 0.417 -0.631
C -3.164000 -0.365800 2.244000 0.697 0.452 -0.076
H 4.370300 -1.466500 1.949800 0.022 -0.063 0.005
H 4.922300 -0.031900 1.091500 0.068 0.017 -0.021
H 3.594800 -1.011300 0.425500 0.102 0.057 0.032
H 4.532400 0.920700 3.463500 0.119 -0.012 0.039
H 2.910900 2.339000 4.733100 0.039 -0.005 0.072
H 0.511900 2.315700 4.031200 -0.041 0.061 0.108
H -1.879600 3.418300 2.829000 0.173 0.065 0.052
H -3.310500 2.756400 3.604200 -0.168 -0.045 0.197
H -3.172300 2.747900 1.856400 -0.090 0.024 -0.222
H -1.093600 1.116600 5.252700 0.082 0.211 0.173
H -0.587000 -0.419300 4.587300 0.159 -0.161 -0.072
H -2.254000 -0.174800 5.061500 -0.284 -0.093 0.048
H -3.405700 -0.245500 1.194300 -0.012 0.054 -0.245
H -4.081200 -0.198600 2.801000 -0.134 0.141 0.250
H -2.851500 -1.391300 2.416900 0.115 -0.101 0.148
O -0.352000 2.096600 -1.899100 -0.216 0.259 -0.080
C -1.767400 2.234800 -1.755200 -0.111 -0.367 0.186
C -2.262800 0.973300 -0.967200 -0.737 0.847 -0.812
O -3.462200 0.826800 -0.780000 0.037 0.244 -0.055
O -1.366100 0.144900 -0.646900 -0.233 -0.834 -0.302
C -2.342200 2.280700 -3.164600 -0.084 -0.071 -0.037
C -1.903500 3.299700 -4.008300 -0.096 -0.076 -0.006
C -2.238500 3.299800 -5.349900 0.104 0.160 0.009
C -3.035600 2.293900 -5.868400 -0.078 -0.109 -0.093
C -3.518100 1.306900 -5.028000 0.023 0.045 -0.137
C -3.169200 1.296900 -3.686900 -0.020 -0.012 0.053
C -2.060200 3.479500 -0.950100 0.072 0.236 0.079
C -3.159200 4.290800 -1.199300 0.076 -0.060 0.024
C -3.289000 5.501800 -0.539700 -0.123 0.035 -0.001
C -2.326000 5.917000 0.366000 -0.016 0.036 0.052
C -1.265900 5.078400 0.668400 -0.019 0.121 -0.036
C -1.145600 3.858700 0.029100 0.052 -0.076 -0.050
H 0.000100 2.976600 -2.084900 0.027 -0.065 -0.007
H -1.295600 4.103200 -3.613400 0.081 0.042 0.028
H -1.870500 4.085500 -5.994700 0.015 0.059 -0.033
H -3.273600 2.276000 -6.922200 -0.070 0.046 -0.063
H -4.165200 0.535200 -5.418500 -0.041 -0.087 -0.029
H -3.560500 0.524000 -3.046000 -0.010 -0.072 0.116
H -3.897300 3.982900 -1.924300 -0.065 -0.008 -0.086
H -4.140600 6.132600 -0.750900 -0.047 0.063 -0.022
H -2.404900 6.888300 0.833400 -0.036 0.032 0.077
H -0.519500 5.381300 1.388900 0.038 0.004 0.108
H -0.333600 3.190900 0.288600 -0.015 0.042 -0.057
I 2.681300 3.082400 0.262400 0.104 -0.230 -0.205
C 2.697500 1.395800 -1.006200 -0.051 0.679 0.471
C 3.764300 1.251600 -1.864300 0.114 -0.263 -0.252
C 3.672300 0.313200 -2.883400 -0.640 -0.013 0.181
C 2.450500 -0.348200 -3.037700 0.534 0.105 -0.173
C 1.458200 -0.164900 -2.108800 0.011 0.056 -0.175
N 1.596900 0.631900 -1.018000 2.285 1.082 -2.435
H 4.638000 1.871600 -1.751200 0.047 0.094 0.031
H 4.491500 0.151800 -3.563800 0.084 0.005 -0.126
H 2.281600 -0.994800 -3.885800 -0.059 -0.096 0.028
H 0.503400 -0.665000 -2.211300 0.050 -0.046 0.037
C 2.634300 -4.290600 -1.273800 0.055 0.317 -0.106
C 2.140200 -3.320600 -0.224900 0.208 -0.439 0.067
C 1.908600 -3.931600 1.128500 -0.184 0.458 0.146
O 1.980200 -2.146000 -0.460900 -0.125 -0.237 -0.044
H 3.418000 -4.923800 -0.860500 -0.003 -0.076 0.008
H 3.010800 -3.756100 -2.142300 -0.025 0.034 -0.029
H 1.808400 -4.930000 -1.581400 -0.084 -0.088 0.001
H 2.844700 -4.328500 1.514400 0.157 -0.093 -0.016
H 1.212100 -4.762100 1.037600 -0.086 -0.128 0.024
H 1.510600 -3.189200 1.815000 -0.038 -0.031 -0.004
```
Positions in Å, forces in eV/Å.

* <S²>: 3.7744
* molar mass: 810.662 g mol⁻¹
* Kohn-Sham gap (alpha / beta): 6.43 / 7.46 eV
* 2S+1: 4
* strongest force on any atom: 3.510 eV Å⁻¹

---

no.,E_tot (eV)
1,-15581.3613
2,-96306.4997